# C21H25ClN2OsS

A molecular structure, C21H25ClN2OsS (ωB97M-V/def2-TZVPD, OMol25).

```
! RIJCOSX wB97M-V def2-TZVPD def2/J DEFGRID3
* xyz 2 5
Os 0.136 -1.464 0.124
H 1.636 1.245 -5.528
H -3.038 3.813 4.563
H 1.255 -2.295 2.598
H -2.457 1.383 4.216
C 1.391 -2.236 1.542
S 2.257 1.957 4.398
H -1.155 1.321 -7.317
C -1.998 3.499 4.565
C 1.415 0.397 4.208
H -1.530 1.303 1.283
C -0.836 0.855 -6.373
H -1.232 5.478 4.980
H -3.416 -2.263 -0.414
H 3.089 -0.668 4.606
N 2.133 -0.752 4.250
C -0.354 1.758 4.293
H 2.268 -0.388 -5.757
C 0.368 4.030 4.817
H 2.533 -0.923 -1.296
H 1.584 -1.576 4.468
C -1.698 2.158 4.338
H 1.459 -3.382 -1.581
Cl -0.342 -0.098 -1.555
C -1.805 -2.065 1.131
C -1.230 -0.890 1.747
H 1.177 4.712 5.062
H 0.025 -1.830 -7.756
H 2.216 0.742 -7.107
C 0.687 2.710 4.523
H -3.474 0.420 -0.344
N 0.108 0.473 4.087
C 2.093 -1.520 -0.509
H -0.932 -1.799 -6.277
C -2.778 -0.206 0.194
C 1.665 0.399 -6.222
H -0.656 -0.849 2.660
C -2.763 -1.608 0.165
C 0.042 -1.516 -6.700
C 1.081 -3.248 0.609
C -1.778 0.261 1.072
C 2.044 -1.182 0.865
C -0.978 4.430 4.812
H -1.610 -3.092 1.395
C 0.302 -0.075 -6.515
H -0.590 1.675 -5.690
H 0.639 -4.202 0.852
C 1.511 -2.811 -0.661
H -1.719 0.349 -5.964
H 0.807 -2.124 -6.201
H 2.452 -0.306 1.344
*
```

Output
HOMO-LUMO gap (alpha / beta) ... 0.0735 / 0.1298 hartree
E_LUMO (alpha / beta) ... -0.282 / -0.328 hartree
Highest occupied orbital energy (alpha / beta) ... -9.69 / -12.47 eV


# C38H38AsCl3GeNOPbS2

A molecular structure, C38H38AsCl3GeNOPbS2 (ωB97M-V/def2-TZVPD, OMol25).

```
! RIJCOSX wB97M-V def2-TZVPD def2/J DEFGRID3
* xyz 0 2
C 0.005 3.256 4.405
C -0.108 -0.718 -4.691
H 3.201 -0.856 0.803
C -0.261 5.246 -0.719
H -1.597 -0.016 -2.373
H -1.425 -3.656 1.131
S -7.270 -4.852 3.804
H -1.562 -3.455 -0.613
H -6.755 -6.003 7.152
H -1.051 -0.245 -4.959
C -2.632 4.951 -0.864
H -3.774 6.701 -1.287
C 2.319 -2.622 -0.009
C -2.094 -0.950 0.954
H 1.392 1.460 -4.006
C -3.148 -1.409 1.331
H 3.640 -4.376 -0.045
C -0.718 -0.650 -2.304
O -5.481 -4.209 5.615
H -5.918 -6.977 5.942
C -5.017 -1.638 2.902
H 0.221 3.405 5.453
C -1.676 7.131 -1.184
C 0.351 2.023 2.367
H -0.992 -1.698 -2.322
H -7.648 -6.643 5.740
H -5.803 -5.098 1.405
C -4.290 -2.100 1.808
C -2.987 2.043 0.149
H -3.302 1.822 -1.958
H -6.559 -2.078 4.323
H 0.642 -0.421 -5.420
C -3.753 1.732 -0.973
C -0.888 4.086 3.744
S 1.346 0.782 1.606
C -6.704 -6.234 6.089
C 2.645 -3.979 -0.013
C 0.351 -0.286 -3.290
H 0.732 4.836 -0.566
C -2.784 6.302 -1.128
H -0.233 -1.797 -4.734
H -4.081 -3.662 0.349
C -1.032 -3.992 0.172
H 3.048 -0.844 -0.947
C 0.618 2.227 3.720
C -6.236 -3.684 2.943
C -0.413 6.596 -0.984
C -3.584 1.967 1.398
C -4.914 1.605 1.525
H -1.796 8.185 -1.385
H 1.322 1.575 4.213
Cl 3.622 4.629 -1.086
C 1.448 -4.683 0.043
H -5.373 1.583 2.504
Ge 3.177 2.502 -0.462
C 0.426 -3.735 0.089
H -4.776 -0.678 3.329
H 4.277 -1.856 -0.177
C -1.372 4.414 -0.637
Pb -0.181 -0.501 -0.013
H 1.026 1.504 -2.286
H -1.214 -5.057 0.065
C 0.641 1.207 -3.264
As -1.104 2.516 -0.161
Cl 4.803 2.169 1.016
C -5.073 1.338 -0.848
Cl 4.045 1.383 -2.223
C -5.655 1.267 0.407
N 0.965 -2.487 0.057
C -6.323 -5.007 5.322
H 1.269 -0.835 -3.066
H -1.370 4.899 4.267
H -1.891 4.488 1.899
C 3.259 -1.484 -0.087
H -5.647 1.083 -1.728
H -0.265 1.778 -3.471
C -1.175 3.856 2.411
H -6.681 0.943 0.513
C -6.003 -2.423 3.466
H 0.461 7.228 -1.038
C -4.615 -3.326 1.224
H -3.010 2.193 2.287
C -5.579 -4.121 1.803
C -0.569 2.829 1.696
H -3.505 4.312 -0.821
H 1.314 -5.747 0.044
*
```

Output
HOMO-LUMO gap (alpha / beta) ... 0.1919 / 0.1217 hartree
Energy above the lowest of the compared OMol25 structures with the same formula, charge and spin ... 52.28 kJ/mol
E_LUMO (alpha / beta) ... -0.049 / -0.119 hartree
Highest occupied orbital energy (alpha / beta) ... -6.56 / -6.56 eV


# C6H8S

C6H8S in the gas phase (ωB97M-V/def2-TZVPD, OMol25).

```
! RIJCOSX wB97M-V def2-TZVPD def2/J DEFGRID3
* xyz 0 1
H 0.892 1.579 -1.231
C 0.300 1.012 0.808
C 0.947 0.803 -0.522
H 0.656 -2.319 -2.627
H -0.563 -0.522 2.318
H 1.959 0.858 -0.170
H 1.316 -1.914 0.697
C 0.784 -0.657 -1.007
H -0.226 -2.396 0.161
C 0.270 -1.426 0.320
C 1.007 -1.202 -2.173
H 0.708 1.581 1.643
S -1.488 0.918 0.672
H 1.252 -0.384 -2.816
C -0.341 -0.392 1.120
*
```

Output
Structure (SMILES) ... C=C1C[C@@H]2S[C@@H]2C1
HOMO-LUMO gap ... 0.3496 hartree
Energy above the lowest of the compared OMol25 structures with the same formula, charge and spin ... 261.92 kJ/mol
E_LUMO ... 0.031 hartree
Highest occupied orbital energy ... -8.66 eV


# C3H8ClP

2 unconnected molecules or ions with the total composition C3H8ClP (ωB97M-V/def2-TZVPD, OMol25).

```
! RIJCOSX wB97M-V def2-TZVPD def2/J DEFGRID3
* xyz 0 1
H -0.700 2.070 0.067
C -0.965 0.980 0.156
C -2.041 0.558 1.117
Cl 3.406 0.283 -0.240
H 2.526 -1.858 0.235
H -2.115 1.267 1.943
C 2.483 -1.123 -0.560
H -2.976 0.639 0.594
H 2.539 -1.689 -1.422
H 0.363 0.672 -1.793
H -2.041 -0.576 1.514
P 0.165 -0.059 -0.581
H -0.644 -1.164 -1.029
*
```

Output
HOMO-LUMO gap (alpha / beta) ... 0.2772 / 0.2697 hartree
Energy above the lowest of the compared OMol25 structures with the same formula, charge and spin ... 399.55 kJ/mol
E_LUMO (alpha / beta) ... 0.009 / 0.005 hartree
Highest occupied orbital energy (alpha / beta) ... -7.30 / -7.20 eV


# C6H13NO

2 unconnected molecules or ions with the total composition C6H13NO (ωB97M-V/def2-TZVPD, OMol25).

```
! RIJCOSX wB97M-V def2-TZVPD def2/J DEFGRID3
* xyz 1 2
C -2.772 -0.616 -0.270
C -0.743 -1.758 0.501
H 1.998 2.268 0.217
H -0.986 -2.688 1.010
H 3.731 1.880 -0.016
H 2.357 1.660 -1.325
C -1.637 -1.322 -0.542
C 1.093 -0.275 -0.115
H -2.198 2.022 -0.161
C 2.637 1.536 -0.207
O -1.287 2.162 0.035
H 1.144 -1.924 0.931
H -0.964 -1.091 1.323
N 0.668 -1.623 0.123
H -1.167 -1.133 -1.497
H -0.873 1.331 -0.191
H 0.423 0.292 -0.649
H 3.001 -0.261 0.979
H -3.330 -0.174 -1.117
H -3.369 -0.506 0.721
C 2.273 0.220 0.252
*
```

Output
HOMO-LUMO gap (alpha / beta) ... 0.3619 / 0.2188 hartree
Energy above the lowest of the compared OMol25 structures with the same formula, charge and spin ... 272.55 kJ/mol
E_LUMO (alpha / beta) ... -0.145 / -0.287 hartree
Highest occupied orbital energy (alpha / beta) ... -13.80 / -13.76 eV


# C7H12FN4

A gas-phase ion, C7H12FN4 (charge +1) (ωB97M-V/def2-TZVPD, OMol25).

```
! RIJCOSX wB97M-V def2-TZVPD def2/J DEFGRID3
* xyz 1 1
H -0.357 -3.121 -1.016
H -2.249 -0.342 2.299
C 1.360 3.508 0.578
C -1.833 -1.241 1.863
H -0.979 -1.618 2.518
H 0.522 -1.351 0.949
F -0.671 -2.289 -3.330
N -1.400 -1.144 0.453
N 1.071 2.232 0.035
H 2.094 4.029 -0.022
H 0.254 -0.624 -2.750
H 1.663 3.365 1.655
C 0.239 -2.102 -1.112
H 1.989 0.493 1.109
N 0.123 2.200 -1.003
C -0.264 0.997 -1.142
H 0.394 4.064 0.510
H -2.067 -1.098 -0.286
H 1.331 -2.450 -1.103
C -0.061 -1.136 0.074
C 1.253 0.984 0.405
C -0.117 -1.599 -2.389
H -2.672 -1.965 1.996
N 0.379 0.206 -0.293
*
```

Output
HOMO-LUMO gap (alpha / beta) ... 0.2801 / 0.2096 hartree
Energy above the lowest of the compared OMol25 structures with the same formula, charge and spin ... 419.43 kJ/mol
E_LUMO (alpha / beta) ... -0.192 / -0.229 hartree
Highest occupied orbital energy (alpha / beta) ... -12.85 / -11.93 eV


# C32H21Br2F9NO2SiTa

A molecular structure, C32H21Br2F9NO2SiTa (ωB97M-V/def2-TZVPD, OMol25).

```
! RIJCOSX wB97M-V def2-TZVPD def2/J DEFGRID3
* xyz 2 1
F 3.416 1.393 0.982
F 4.228 3.420 -1.035
H -5.701 -1.435 -3.694
C 0.707 -3.167 -2.605
F 2.022 5.040 -0.583
C -1.445 2.948 -4.583
C -2.272 -2.234 3.420
F 1.527 2.050 1.771
H -2.154 3.762 -4.508
C 1.889 -3.810 -2.283
C -3.620 -1.125 -3.296
C -2.054 2.172 -0.193
C -3.028 0.105 2.815
H -3.993 -3.938 -0.666
H 1.337 2.044 -6.294
C 2.035 2.664 -0.455
F 0.424 4.095 0.533
C 2.557 2.425 0.991
C 0.520 1.983 -5.587
O 1.193 1.615 -0.791
C -1.314 -1.010 1.585
C 3.049 -3.092 -1.993
C 0.662 -1.771 -2.698
C 1.865 -1.059 -2.425
C 0.361 0.847 -4.810
F 3.133 3.483 1.507
C 1.221 3.987 -0.541
Br -3.471 -2.363 4.863
H -0.257 3.920 -6.079
C -2.228 -1.044 2.639
Ta 0.536 -0.174 -0.582
F 2.810 3.164 -2.649
C -2.513 -1.518 -2.537
C -4.849 -1.736 -3.100
H -2.049 3.171 0.237
C 3.051 -1.709 -2.065
C -2.660 -2.534 -1.582
C 3.217 2.700 -1.475
H -1.237 2.093 -0.908
H -2.993 2.059 -0.741
H -1.810 -2.857 -0.988
H -3.562 2.024 2.034
O 0.335 -1.866 0.248
C -0.379 3.035 -5.469
H -5.941 -3.220 -2.005
N -1.182 0.074 0.736
C -2.927 1.155 1.935
H 1.879 0.024 -2.637
C -0.475 -2.098 1.302
H -1.504 -4.196 3.723
C -3.887 -3.145 -1.395
C -0.543 -3.239 2.049
H -3.736 0.140 3.633
H -2.452 1.755 -3.129
C -4.982 -2.742 -2.152
H 1.059 0.025 -4.929
H 1.915 -4.892 -2.246
C -2.019 1.115 0.864
C -1.456 -3.296 3.127
H -3.523 -0.356 -4.052
H -0.189 -3.745 -2.793
C -1.606 1.816 -3.803
F 3.651 1.436 -1.679
C -0.699 0.752 -3.903
F 0.443 3.968 -1.624
H 3.957 -3.620 -1.733
H 3.955 -1.146 -1.878
Br 0.539 -4.706 1.642
Si -0.891 -0.706 -2.790
*
```

Output
HOMO-LUMO gap ... 0.2410 hartree
E_LUMO ... -0.284 hartree
Highest occupied orbital energy ... -14.27 eV


# C8H10N4O

C8H10N4O in the gas phase (ωB97M-V/def2-TZVPD, OMol25).

```
! RIJCOSX wB97M-V def2-TZVPD def2/J DEFGRID3
* xyz 0 1
H -0.137 -2.686 1.787
H -1.836 -0.298 -0.656
H -2.118 1.346 -0.798
C 1.300 -2.822 0.038
C 0.758 -1.498 0.062
H 1.386 -1.907 2.002
N 0.227 3.285 -0.945
N 1.613 0.088 -1.630
O 0.132 1.074 1.400
C 0.029 0.926 -0.011
H 0.970 3.934 -0.767
N -2.075 0.778 1.147
C -1.123 1.051 1.916
H -1.140 1.359 2.865
H -0.553 3.300 -0.302
H 2.435 -3.044 0.078
C 0.706 -2.245 1.346
C 0.810 -0.279 -0.516
N 1.346 1.351 -1.813
H 0.661 -3.683 -0.437
H 1.668 1.833 -2.663
C 0.551 1.966 -0.963
C -1.507 0.638 -0.143
*
```

Output
HOMO-LUMO gap (alpha / beta) ... 0.2609 / 0.2611 hartree
Energy above the lowest of the compared OMol25 structures with the same formula, charge and spin ... 469.01 kJ/mol
E_LUMO (alpha / beta) ... 0.019 / 0.019 hartree
Highest occupied orbital energy (alpha / beta) ... -6.59 / -6.60 eV